Entry 1
This record from the OMol25 dataset describes H2N2O2S in the gas phase. The level of theory is the ωB97M-V functional and the def2-TZVPD basis.

Structure (ORCA input):
```
! RIJCOSX wB97M-V def2-TZVPD def2/J DEFGRID3
* xyz 0 1
N 0.4365 -0.1110 0.1110
N -0.7009 -0.0801 -0.4525
O 2.6941 -0.0214 0.9089
O -1.7644 0.2867 0.3935
S 1.9276 -0.0966 -0.3514
H -0.7201 0.5028 -1.4820
H -1.8728 -0.4805 0.8725
*
```

E_HOMO	-8.767	eV
HOMO-LUMO gap	8.16	eV

Atom charges from the natural (NBO) analysis, given in e for atoms 1 to 5: -0.508, -0.126, -0.888, -0.527, 1.227


Entry 2
This record from the OMol25 dataset describes a molecular structure, H2N2O2S. The level of theory is the ωB97M-V functional and the def2-TZVPD basis.

Structure (ORCA input):
```
! RIJCOSX wB97M-V def2-TZVPD def2/J DEFGRID3
* xyz 0 1
N 0.8920 1.0300 -0.2903
N 1.2925 -0.1083 -0.1180
O 2.3810 -0.5638 -0.2641
O -0.0956 -1.1897 0.3063
S -1.3334 -0.6571 -0.0845
H 1.2317 1.8742 -0.7915
H -2.0098 -1.0400 1.1072
*
```

E_HOMO (spin up / spin down)	-8.635 / -8.820	eV
HOMO-LUMO gap (spin up / spin down)	7.67 / 8.13	eV

Atom charges from the natural (NBO) analysis, given in e for atoms 1 to 5: -0.523, 0.463, -0.347, -0.740, 0.697


Energies relative to the most stable structure are entry 1 0.000; entry 2 2.348, reported in eV.


Entry 1
This record from the OMol25 dataset describes CHN3O in the gas phase. The level of theory is the ωB97M-V functional and the def2-TZVPD basis.

Structure (ORCA input):
```
! RIJCOSX wB97M-V def2-TZVPD def2/J DEFGRID3
* xyz 0 1
O -1.4020 0.5463 -1.0002
N 0.3436 1.1771 -0.3453
C 0.6829 -0.0113 -0.2607
N -0.1053 -1.1466 -0.5816
N -1.2289 -0.6837 -0.9752
H 1.7014 0.1520 0.1076
*
```

E_HOMO (spin up / spin down)	-11.583 / -11.584	eV
HOMO-LUMO gap (spin up / spin down)	10.41 / 10.41	eV

Atom charges from the natural (NBO) analysis, given in e for atoms 1 to 5: -0.227, -0.088, 0.067, -0.293, 0.264


Entry 2
This record from the OMol25 dataset describes CHN3O in the gas phase. The level of theory is the ωB97M-V functional and the def2-TZVPD basis.

Structure (ORCA input):
```
! RIJCOSX wB97M-V def2-TZVPD def2/J DEFGRID3
* xyz 0 1
C -0.7306 0.4577 -0.1040
N 1.0620 -1.1974 0.7038
N 1.6488 -0.4235 -0.0188
N 0.3415 -0.4522 -0.3693
O -1.4150 0.4878 0.8670
H -0.9067 1.1276 -1.0787
*
```

E_HOMO	-10.420	eV
HOMO-LUMO gap	10.14	eV
SMILES string	O=CN1N=N1

Atom charges from the natural (NBO) analysis, given in e for atoms 1 to 5: 0.518, 0.080, 0.092, -0.324, -0.499


Energies relative to the most stable structure are entry 1 0.195; entry 2 0.000, reported in eV.


Entry 1
This record from the OMol25 dataset describes C27H29N3O3 in the gas phase. The level of theory is the ωB97M-V functional and the def2-TZVPD basis.

Structure (ORCA input):
```
! RIJCOSX wB97M-V def2-TZVPD def2/J DEFGRID3
* xyz 0 1
C -0.8357 4.1641 -1.7365
H -1.6692 4.7708 -1.3776
H -0.2310 4.7169 -2.4510
H -0.2316 3.8418 -0.8860
O -1.3230 3.0165 -2.4213
C -2.3414 2.3792 -1.8493
O -3.0133 2.7994 -0.9486
C -2.6600 1.0871 -2.6162
N -1.9492 -0.0258 -2.0353
C -1.0487 0.0820 -1.0478
O -0.7218 1.1310 -0.5353
C -0.5306 -1.3187 -0.7278
N -1.2446 -2.1518 -1.6906
C -1.2614 -3.5317 -1.7708
C -0.4004 -4.3540 -1.0346
C -0.4468 -5.7282 -1.1567
C -1.3425 -6.3409 -2.0154
C -2.1914 -5.5426 -2.7606
C -2.1544 -4.1663 -2.6455
H -2.8340 -3.5904 -3.2518
H -2.8969 -5.9928 -3.4437
H -1.3759 -7.4152 -2.1042
H 0.2324 -6.3281 -0.5684
H 0.3214 -3.9348 -0.3564
C -2.1876 -1.3744 -2.4561
H -2.0093 -1.4777 -3.5412
H -3.2357 -1.6606 -2.2445
C 0.9914 -1.3321 -0.9454
H 1.3628 -2.3532 -0.8965
C 1.7043 -0.4897 0.1103
N 1.3739 -0.9709 1.4392
C -0.0477 -0.8116 1.6991
C -0.8696 -1.6590 0.7330
H -0.6710 -2.7130 0.9179
H -1.9330 -1.4786 0.9087
H -0.2484 -1.1497 2.7190
H -0.3621 0.2388 1.6151
C 2.2011 -0.4067 2.5053
C 1.7905 0.9790 2.9533
C 0.9431 1.0834 4.0304
C 0.3906 2.3069 4.4269
C 0.6692 3.4398 3.7189
C 1.5583 3.3956 2.6265
C 1.8635 4.5647 1.8982
C 2.7526 4.5379 0.8631
C 3.3995 3.3382 0.5337
C 3.1124 2.1857 1.2112
C 2.1599 2.1609 2.2535
H 3.6427 1.2830 0.9540
H 4.1313 3.3299 -0.2607
H 2.9768 5.4367 0.3068
H 1.3786 5.4877 2.1832
H 0.2213 4.3862 3.9874
H -0.2715 2.3380 5.2803
H 0.6820 0.1942 4.5879
H 3.2396 -0.4346 2.1715
H 2.1089 -1.0869 3.3595
H 2.7816 -0.6016 -0.0382
H 1.4356 0.5680 -0.0256
H 1.2162 -0.9374 -1.9390
H -3.7382 0.9046 -2.5510
H -2.3632 1.2112 -3.6643
*
```

E_HOMO	-7.892	eV
HOMO-LUMO gap	8.47	eV
SMILES string	COC(=O)CN1CN(c2ccccc2)C2(CCN(Cc3cccc4ccccc34)CC2)C1=O

Atom charges from the natural (NBO) analysis, given in e for atoms 1 to 5: -0.267, 0.200, 0.191, 0.206, -0.509


Entry 2
This record from the OMol25 dataset describes C27H29N3O3 in the gas phase. The level of theory is the ωB97M-V functional and the def2-TZVPD basis.

Structure (ORCA input):
```
! RIJCOSX wB97M-V def2-TZVPD def2/J DEFGRID3
* xyz 0 1
C -6.3448 -3.6565 1.0882
C -5.8241 -2.5929 0.1704
C -5.1709 -2.9437 -1.0046
C -4.6861 -1.9712 -1.8555
C -4.8458 -0.6312 -1.5489
C -5.5026 -0.2690 -0.3814
C -5.9957 -1.2474 0.4912
C -6.6980 -0.8462 1.7542
H -6.7913 0.2336 1.8086
H -7.6932 -1.2868 1.7928
H -6.1458 -1.1962 2.6263
O -5.6945 1.0410 0.0068
C -5.3824 2.0614 -0.9088
C -3.8772 2.2948 -1.1160
O -3.4591 2.8512 -2.1088
N -3.1426 1.8428 -0.0765
C -1.7546 1.8636 0.1024
C -1.2241 1.2344 1.2224
C 0.1369 1.2216 1.4524
C 1.0243 1.8479 0.5716
C 0.4713 2.4889 -0.5440
C -0.8857 2.4948 -0.7820
H -1.2812 2.9963 -1.6491
H 1.1105 3.0185 -1.2328
N 2.3931 1.9216 0.8051
C 2.9612 1.4383 2.0445
H 2.2793 1.6314 2.8712
C 3.3223 -0.0506 1.9583
N 4.2191 -0.2615 0.8394
C 5.5165 -0.5802 1.0755
O 5.9483 -0.7528 2.2012
C 6.3879 -0.7584 -0.1276
C 7.5179 0.0367 -0.2732
C 8.3724 -0.1598 -1.3435
C 8.1140 -1.1623 -2.2632
C 7.0001 -1.9714 -2.1100
C 6.1370 -1.7712 -1.0475
H 5.2723 -2.4070 -0.9208
H 6.8039 -2.7619 -2.8194
H 8.7844 -1.3189 -3.0952
H 9.2454 0.4659 -1.4561
H 7.7211 0.8052 0.4578
C 3.6885 0.2222 -0.4126
H 4.4204 0.0872 -1.2085
C 3.3217 1.7140 -0.2838
H 2.8982 2.0585 -1.2245
H 4.2312 2.2889 -0.0766
H 2.7822 -0.3464 -0.6564
H 3.8352 -0.3808 2.8629
H 2.4207 -0.6526 1.8019
H 3.8806 2.0070 2.2252
H 0.4957 0.7085 2.3302
H -1.8843 0.7384 1.9209
H -3.6640 1.3895 0.6652
H -5.8042 2.9759 -0.4774
H -5.8525 1.8960 -1.8851
H -4.4492 0.1148 -2.2191
H -4.1755 -2.2492 -2.7650
H -5.0413 -3.9872 -1.2508
H -5.9074 -3.5571 2.0809
H -7.4261 -3.5758 1.1943
H -6.1089 -4.6448 0.7026
*
```

E_HOMO	-7.436	eV
HOMO-LUMO gap	8.07	eV
SMILES string	Cc1cccc(OCC(=O)Nc2ccc(N3CCN(C(=O)c4ccccc4)CC3)cc2)c1C

Atom charges from the natural (NBO) analysis, given in e for atoms 1 to 5: -0.630, -0.016, -0.223, -0.192, -0.298


Energies relative to the most stable structure are entry 1 0.206; entry 2 0.000, reported in eV.


Entry 1
This record from the OMol25 dataset describes 2 unconnected molecules or ions with the total composition C5H10NOS. The level of theory is the ωB97M-V functional and the def2-TZVPD basis.

Structure (ORCA input):
```
! RIJCOSX wB97M-V def2-TZVPD def2/J DEFGRID3
* xyz 1 1
C 2.1726 -3.5751 0.3017
C -0.5759 -0.4720 -0.4142
C 0.8666 -0.1118 -1.0352
C -0.4649 0.5318 0.7861
C -1.6995 1.2507 1.0561
N 2.3654 -2.5325 -0.1094
O -0.1572 2.3509 -1.0282
S 0.8740 1.4961 -0.1835
H 0.0847 3.2545 -1.4234
H 2.1830 -4.4302 0.8671
H -1.5067 -0.4567 -1.0289
H -0.5440 -1.4129 0.0701
H 1.7247 -0.7219 -0.6986
H 0.5919 0.1708 -2.1264
H 0.2423 0.1868 1.5406
H -2.1136 1.6338 0.1063
H -1.5456 2.1875 1.7536
H -2.4976 0.6501 1.5663
*
```

E_HOMO	-15.005	eV
HOMO-LUMO gap	11.17	eV

Atom charges from the natural (NBO) analysis, given in e for atoms 1 to 5: 0.161, -0.433, -0.584, -0.231, -0.673


Entry 2
This record from the OMol25 dataset describes a molecular structure, C5H10NOS. The level of theory is the ωB97M-V functional and the def2-TZVPD basis.

Structure (ORCA input):
```
! RIJCOSX wB97M-V def2-TZVPD def2/J DEFGRID3
* xyz 1 1
C -1.8796 2.2983 1.2235
C 1.4212 -0.3539 0.2599
C 1.4185 0.8955 -0.6305
C -0.0768 -0.6638 0.3197
C -0.5667 -1.6028 -0.7837
N -0.7041 1.8095 0.9966
O -1.4736 1.1972 -1.6222
S -0.4301 0.9282 -0.3513
H -2.6274 2.3103 0.4285
H -1.8815 2.6552 2.2678
H 2.0471 -1.3171 -0.0915
H 1.8343 -0.2083 1.2525
H 1.8465 1.7275 -0.2041
H 1.5006 0.7658 -1.6561
H -0.6034 -0.9284 1.2324
H 0.1308 -1.3960 -1.7216
H -1.5682 -1.3799 -1.2168
H -0.5327 -2.6710 -0.5243
*
```

E_HOMO	-15.418	eV
HOMO-LUMO gap	10.66	eV

Atom charges from the natural (NBO) analysis, given in e for atoms 1 to 5: 0.080, -0.450, -0.468, -0.407, -0.645


Energies relative to the most stable structure are entry 1 0.000; entry 2 1.424, reported in eV.


Entry 1
This record from the OMol25 dataset describes C5H8N2O2S in the gas phase. The level of theory is the ωB97M-V functional and the def2-TZVPD basis.

Structure (ORCA input):
```
! RIJCOSX wB97M-V def2-TZVPD def2/J DEFGRID3
* xyz 0 1
C 0.2469 0.6549 0.1860
C 1.2539 -0.5715 -1.5109
C 0.2541 -1.3554 -0.6471
C 1.3610 0.7578 -0.8671
C -1.3265 1.3579 2.1247
N -0.3142 -0.4792 0.3048
N 2.5822 0.9404 -0.0023
O 3.0998 2.0533 0.1662
O 2.9858 -0.1159 0.3694
S -0.1611 2.0622 0.9815
H 2.2458 -1.0461 -1.6552
H 0.7964 -0.3307 -2.4519
H -0.5039 -1.9464 -1.2227
H 0.8348 -2.1828 0.0236
H 1.2542 1.4935 -1.5435
H -0.6365 1.1018 3.0264
H -1.5535 0.4346 1.6248
H -1.9437 2.0969 2.4345
*
```

E_HOMO	-8.914	eV
HOMO-LUMO gap	9.08	eV
SMILES string	CSC1=NCC[C@@H]1[N+](=O)[O-]

Atom charges from the natural (NBO) analysis, given in e for atoms 1 to 5: 0.054, -0.444, -0.231, -0.172, -0.752


Entry 2
This record from the OMol25 dataset describes 2 unconnected molecules or ions with the total composition C5H8N2O2S. The level of theory is the ωB97M-V functional and the def2-TZVPD basis.

Structure (ORCA input):
```
! RIJCOSX wB97M-V def2-TZVPD def2/J DEFGRID3
* xyz 0 1
C 1.3574 -0.5253 0.1879
C -2.4674 -0.9986 -0.5078
C 1.3942 0.0491 1.5813
C -0.5724 0.7299 -0.1383
C -1.0534 1.9542 -0.8334
N 0.4562 0.0143 -0.5902
N 2.0615 -1.7437 -0.0214
O -1.7138 -1.7328 -1.0029
O -3.2729 -0.3835 0.0354
S -0.2879 0.9303 1.6347
H 1.4381 -0.7919 2.2693
H 2.2305 0.7889 1.8525
H -1.0156 1.6518 -1.9072
H -0.7889 2.9675 -0.3529
H -2.1966 1.8622 -0.7259
H 0.4207 -0.1868 -1.5187
H 2.2733 -2.2232 0.8312
H 1.7371 -2.3625 -0.7937
*
```

E_HOMO (spin up / spin down)	-5.990 / -5.956	eV
HOMO-LUMO gap (spin up / spin down)	6.52 / 6.49	eV

Atom charges from the natural (NBO) analysis, given in e for atoms 1 to 5: 0.313, 1.040, -0.538, -0.225, -0.681


Energies relative to the most stable structure are entry 1 1.803; entry 2 0.000, reported in eV.


Entry 1
This record from the OMol25 dataset describes 2 unconnected molecules or ions with the total composition CBrClF2O. The level of theory is the ωB97M-V functional and the def2-TZVPD basis.

Structure (ORCA input):
```
! RIJCOSX wB97M-V def2-TZVPD def2/J DEFGRID3
* xyz 0 1
C 0.0274 0.9142 0.0167
O -0.3431 0.9352 1.1429
F -0.8104 1.2838 -0.9659
F 0.3056 -1.9194 0.9116
Cl -0.8466 -1.6532 -0.2956
Br 1.6671 0.4393 -0.8097
*
```

E_HOMO	-11.495	eV
HOMO-LUMO gap	9.86	eV
SMILES string	O=C(F)Br.FCl

Atom charges from the natural (NBO) analysis, given in e for atoms 1 to 5: 0.747, -0.500, -0.334, -0.340, 0.359


Entry 2
This record from the OMol25 dataset describes 2 unconnected molecules or ions with the total composition CBrClF2O. The level of theory is the ωB97M-V functional and the def2-TZVPD basis.

Structure (ORCA input):
```
! RIJCOSX wB97M-V def2-TZVPD def2/J DEFGRID3
* xyz 0 1
C -1.7765 0.0985 0.0799
O -2.8314 0.4510 0.4308
F -1.4421 -1.1474 -0.2107
F 3.5152 -0.4401 -0.8153
Cl 2.8045 -0.1714 0.6866
Br -0.2697 1.2093 -0.1713
*
```

E_HOMO	-11.261	eV
HOMO-LUMO gap	9.77	eV
SMILES string	O=C(F)Br.FCl

Atom charges from the natural (NBO) analysis, given in e for atoms 1 to 5: 0.772, -0.493, -0.307, -0.346, 0.348


Energies relative to the most stable structure are entry 1 0.212; entry 2 0.000, reported in eV.